Below is an isolated molecule of C27H49N3O5S, with properties calculated with ωB97M-V/def2-TZVPD.

Structure (XYZ):
```
85
Properties=species:S:1:pos:R:3:forces:R:3:lowdin_charge:R:1
C 3.68226 0.87947 2.58142 -2.9 1.7 -2.6 0.0169
C 2.63432 1.65536 1.80868 3.0 -2.5 2.6 -0.1643
N 1.90685 0.89035 0.72654 0.1 2.0 -0.4 -0.1230
C 2.05201 1.50822 -0.64059 0.8 1.2 -1.3 -0.1940
C 2.65824 0.52062 -1.80042 0.9 0.7 -0.7 -0.1564
C 2.84252 1.32790 -3.24743 -0.6 0.3 0.5 -0.2046
C 1.42457 1.78856 -3.92906 -0.2 0.1 -1.1 -0.2252
C 0.39383 0.56158 -4.28518 -0.3 0.8 -0.4 -0.2222
C 0.91084 -0.45201 -5.46801 -0.3 0.0 0.7 -0.2040
C -0.13201 -1.72254 -5.57661 0.6 0.0 0.6 -0.2517
C -1.30332 -1.55210 -6.71096 -0.1 -1.7 1.1 -0.2420
C -2.46809 -2.69313 -6.34017 -0.2 0.4 0.0 -0.1566
C 0.48380 0.54587 1.09334 -1.3 -1.7 1.5 -0.3066
C -0.35452 1.75889 1.83317 -1.0 0.2 -0.1 -0.1267
C -0.41110 3.16584 0.99887 1.1 0.9 1.3 -0.1733
C -1.49918 4.25285 1.65603 0.2 0.3 -0.5 -0.1040
C -1.45576 4.30361 3.29508 3.7 2.5 3.7 -0.2616
O -0.42220 4.82981 3.98214 -6.5 -3.7 -4.7 -0.0148
O -2.60859 3.80420 4.09332 1.3 1.9 -2.5 -0.1415
C -3.76758 4.72842 3.97051 -0.9 1.1 0.2 -0.2288
C -3.52726 6.00117 5.00388 -0.3 -0.5 -0.8 -0.0975
C -0.37365 -0.18126 -0.13908 -0.6 0.0 1.1 -0.1205
O 0.29427 -1.46926 -0.38088 -1.4 1.4 -1.8 -0.2375
C -0.32075 -2.22513 -1.48232 0.6 -2.0 0.3 -0.2176
C 0.92873 -3.08292 -2.18993 0.6 0.6 0.7 -0.0842
C 0.61395 -0.65070 2.25777 0.9 0.8 0.6 -0.1352
O -0.65353 -1.34823 2.51729 1.5 0.7 1.5 -0.2210
C -0.91550 -1.52945 3.95338 -1.9 -0.3 0.0 -0.1955
C -1.67864 -3.00157 4.13231 -0.3 -0.2 -0.2 -0.2072
C -0.95060 -3.99464 5.21358 -1.9 -0.5 -0.6 -0.4897
S 0.89293 -4.22066 4.97661 -0.5 -0.1 -1.7 0.8571
C 1.34445 -4.61023 3.20212 3.4 -0.3 -1.4 -0.4502
N 2.85531 -4.67832 2.97737 -7.2 -0.2 -2.3 -0.0332
N 2.96986 -4.94090 1.59952 -6.7 -0.1 -0.5 -0.0389
C 1.57900 -5.04150 0.98522 4.9 0.5 3.3 -0.0610
O 0.52467 -4.84832 2.00073 5.5 0.2 0.8 -0.0798
H 4.25893 0.06094 1.93246 -1.9 1.3 2.0 0.0815
H 3.86841 1.02612 3.74312 0.2 0.3 -2.9 0.0728
H 2.46792 2.80670 2.06365 -0.3 -2.7 -0.4 0.1207
H 1.08050 2.00558 -1.07418 1.7 -1.0 1.0 0.0900
H 2.83871 2.39892 -0.52294 -1.6 -1.9 -0.4 0.1399
H 2.00819 -0.42077 -2.04564 1.3 1.7 1.0 0.0855
H 3.76908 0.24144 -1.46980 -2.6 0.2 -0.6 0.1267
H 3.48739 2.31761 -3.08147 -1.2 -2.3 -0.4 0.1187
H 3.37331 0.60619 -4.00409 -0.8 1.5 1.5 0.1012
H 1.68411 2.32092 -4.96389 -0.5 -1.0 2.2 0.1172
H 0.81500 2.58329 -3.31011 1.4 -1.6 -1.0 0.1021
H 0.14852 0.01484 -3.27928 0.5 0.7 -2.0 0.0723
H -0.62544 1.03881 -4.66929 2.0 -0.9 0.9 0.1222
H 2.00199 -0.80159 -5.16096 -2.3 0.6 -0.9 0.1074
H 0.92429 0.08819 -6.52084 0.2 -0.9 2.3 0.1214
H -0.62536 -1.87392 -4.50074 0.9 0.4 -2.4 0.0843
H 0.52083 -2.69824 -5.75155 -1.6 1.9 0.1 0.1186
H -1.81329 -0.49918 -6.67826 1.2 -1.9 -0.2 0.1096
H -0.83568 -1.83918 -7.74892 -1.1 1.0 1.9 0.1117
H -2.09903 -3.78879 -6.52636 -0.6 2.2 0.3 0.0751
H -2.78577 -2.62347 -5.19497 0.7 0.0 -2.5 0.0788
H -3.42255 -2.50893 -6.99321 1.8 -0.4 1.2 0.0682
H -1.48372 1.42847 2.03574 2.4 0.4 -0.5 0.1408
H 0.09439 1.95566 2.92059 -0.8 -0.3 -2.5 0.1324
H 0.65133 3.68790 1.15381 -2.3 -1.1 -0.6 0.1134
H -0.58922 3.06151 -0.15284 0.1 0.1 2.3 0.1100
H -2.56054 4.04154 1.20472 1.9 0.2 1.3 0.1169
H -1.19937 5.34474 1.28103 -0.6 -2.4 1.0 0.1376
H -3.90467 5.11907 2.85830 0.4 -0.9 2.3 0.1221
H -4.77237 4.17185 4.24584 2.4 0.8 -0.5 0.1304
H -2.96731 6.82705 4.38889 -1.0 -1.5 1.5 0.0814
H -4.58295 6.40781 5.37711 2.4 -0.8 -0.8 0.0891
H -2.85890 5.61012 5.88543 -1.4 0.9 -1.7 0.0950
H -0.50220 0.49983 -1.08134 0.6 -1.3 1.5 0.1178
H -1.48205 -0.44798 0.21596 2.4 0.9 -0.4 0.1520
H -0.92324 -1.58083 -2.25103 1.2 -1.0 1.5 0.1034
H -1.03328 -3.04310 -0.98385 1.2 1.9 -1.2 0.1349
H 1.93578 -2.77885 -1.62535 -2.3 -0.6 -1.1 0.0959
H 0.81154 -4.24066 -2.01602 0.0 2.3 -0.7 0.0607
H 1.09594 -2.79760 -3.31276 -0.5 -0.8 2.1 0.0540
H 1.43900 -1.43774 1.98065 -1.6 1.6 0.3 0.1444
H 0.96562 -0.06833 3.23855 -0.7 -1.4 -2.0 0.1237
H 0.02649 -1.44561 4.64342 -1.7 -0.2 -1.5 0.1157
H -1.72303 -0.70040 4.24663 1.9 -1.6 -0.3 0.1354
H -2.81211 -2.82954 4.46682 2.6 -0.4 -0.5 0.1199
H -1.76537 -3.58516 3.09451 0.5 1.5 2.2 0.1224
H -1.43364 -5.08314 5.13087 0.9 2.5 0.3 0.0957
H -1.14490 -3.57270 6.30597 0.9 -1.0 -2.2 0.1053
H 1.52860 -5.27922 -0.16259 -0.8 0.6 2.8 0.1202
```
Positions in Å, forces in eV/Å.

Calculated values
Multiplicity: 1
Energy above the lowest of the compared OMol25 structures with the same formula, charge and spin: 0.000 eV
Frontier orbital gap: 8.640 eV
LUMO level: 0.319 eV
Total charge: 0
Largest force on an atom: 8.83 eV/A



Below is a structure of composition C27H50AuOP2, with properties calculated with ωB97M-V/def2-TZVPD.

Structure (XYZ):
```
81
Properties=species:S:1:pos:R:3:forces:R:3:lowdin_charge:R:1
Au 1.25612 0.61422 -2.99017 1.8 -0.1 4.7 1.2392
C -0.74924 -2.50000 2.49373 2.3 -1.5 -1.4 -0.1954
C 0.54419 -2.94418 2.10925 -2.7 0.2 0.0 -0.2076
C 0.80786 -1.24755 3.63868 -1.5 -0.5 -0.4 -0.2286
C -0.58520 -1.44841 3.43951 2.6 0.9 0.9 -0.1806
C 1.50656 -2.16996 2.81178 -0.5 0.9 0.7 -0.2064
C -2.04831 -3.02769 2.03758 -0.5 -0.2 -0.2 -0.0534
H -1.92508 -3.68739 1.17048 -0.1 0.1 0.2 0.0604
H -2.73316 -2.21400 1.75226 0.1 -0.2 0.1 0.0716
H -2.54127 -3.60811 2.83501 0.0 0.1 -0.2 0.0965
C -1.65292 -0.66154 4.07622 -0.5 0.1 0.3 -0.0232
H -2.62869 -1.14574 3.94242 0.1 0.2 0.1 0.0806
H -1.68853 0.34665 3.63119 -0.1 -0.3 0.2 0.0556
H -1.47050 -0.55131 5.15745 -0.1 0.1 -0.3 0.0940
C 1.40310 -0.21556 4.50608 0.2 0.4 0.4 -0.0449
H 0.92690 -0.22218 5.49896 0.2 0.1 -0.2 0.0855
H 1.25113 0.78397 4.06441 0.2 -0.1 0.2 0.0503
H 2.48075 -0.38547 4.64343 -0.3 0.2 0.0 0.0806
C 2.97725 -2.27469 2.70057 0.4 -0.2 0.1 -0.0622
H 3.39735 -2.70557 3.62290 0.0 0.1 -0.2 0.0999
H 3.43931 -1.28637 2.55135 -0.1 -0.3 0.2 0.0440
H 3.26695 -2.91938 1.86370 0.0 0.1 0.2 0.0706
C 0.83660 -4.02411 1.13732 0.1 -0.4 -0.2 -0.0549
H 0.92575 -5.00491 1.62967 0.0 0.1 -0.2 0.0894
H 1.78452 -3.82724 0.62061 -0.2 -0.1 0.0 0.0652
H 0.03965 -4.09624 0.38724 0.2 -0.1 0.1 0.0617
C -0.68690 0.97064 -3.46339 -2.4 0.1 0.3 -0.2818
C -1.45374 -0.31665 -3.34180 -1.4 -1.2 0.6 -0.4453
C -1.12350 -1.39404 -4.38636 -0.6 -0.2 -0.6 -0.2097
C 0.20451 -1.35985 -5.18690 -0.2 -0.7 0.3 -0.1562
C 1.40059 -0.58088 -4.68992 0.6 1.1 -2.5 -0.2368
C 1.63216 0.79532 -5.03212 -0.2 -2.2 -1.7 -0.2573
C 0.55576 1.64512 -5.65997 0.1 0.6 0.0 -0.1756
C -0.77967 1.62071 -4.86522 0.5 0.5 -0.4 -0.1498
H -1.93930 -1.35795 -5.13981 0.5 -0.2 0.4 0.1271
H -0.04821 -1.09178 -6.22344 0.4 0.3 0.3 0.1258
H -1.19893 -2.39226 -3.93441 0.0 0.4 0.0 0.0777
H -1.56367 1.16530 -5.49271 0.3 -0.1 0.6 0.1283
H -0.98233 1.70206 -2.69839 0.2 -0.3 0.0 0.1059
H -2.52645 -0.05214 -3.49576 0.6 0.5 -0.3 0.1141
H -1.07205 2.67304 -4.72102 -0.1 -0.4 0.0 0.1226
H 0.93779 2.68073 -5.70269 -0.2 -0.4 0.0 0.1211
H 2.67157 1.05717 -5.23711 -0.2 0.3 0.5 0.1227
H 0.36082 1.35935 -6.70777 0.3 -0.1 0.3 0.1301
H 0.55003 -2.40667 -5.22375 -0.2 0.4 -0.2 0.1239
H 2.30389 -1.18988 -4.53173 -0.3 0.3 0.2 0.1242
P -2.00433 -1.26896 -1.62371 2.0 0.6 -0.1 0.9178
C -3.11557 0.00964 -0.93926 0.1 0.2 0.3 -0.2979
C -3.19966 -2.56676 -2.12470 -0.2 0.2 -0.8 -0.2991
P 2.45925 0.29457 0.56162 -0.2 -0.3 -0.9 0.8514
C 1.30583 0.89255 -0.78359 -1.5 0.5 -0.8 -0.4678
C 3.83438 -0.06803 -0.59347 0.5 0.0 0.2 -0.3401
C 3.01345 1.90070 1.27811 -0.2 0.0 0.0 -0.2883
H -2.67673 0.35077 0.00797 -0.3 0.0 -0.2 0.0222
H -4.11747 -0.39918 -0.76132 0.2 0.2 0.0 0.0479
H -3.17180 0.87116 -1.61260 -0.2 0.0 0.1 0.0339
H -2.77628 -3.21173 -2.90890 -0.2 0.1 0.3 0.0326
H -4.15575 -2.14316 -2.46110 0.2 -0.2 0.0 0.0493
H -3.37063 -3.19306 -1.23887 0.1 0.2 -0.1 0.0410
H 2.90939 2.69548 0.52650 0.2 0.0 0.3 0.0370
H 4.05823 1.82297 1.61012 -0.3 0.0 -0.1 0.0478
H 2.35924 2.11568 2.13729 0.4 0.0 -0.3 0.0059
H 0.31387 0.55396 -0.45182 0.0 0.3 -0.1 -0.0470
H 1.32791 1.98965 -0.71621 -0.3 0.0 0.0 -0.0259
H 4.68350 -0.51737 -0.06256 -0.1 0.1 -0.3 0.0365
H 4.13643 0.85464 -1.10276 0.2 -0.2 0.0 0.0316
H 3.44345 -0.78084 -1.32923 0.2 0.0 0.1 0.0081
C -0.46366 3.09735 4.16483 0.4 -0.7 0.6 -0.0078
C -0.63204 2.93472 2.64068 -1.3 2.2 -0.3 -0.7431
C -2.13604 3.02444 2.31175 -0.2 -0.3 0.1 -0.0334
C 0.06552 4.13407 1.96807 0.5 -0.1 -0.1 -0.0344
O -0.13146 1.76501 2.22127 0.5 -0.8 0.1 0.0589
H 0.59985 3.06153 4.42349 -0.2 0.1 0.0 0.0889
H -0.95451 2.26736 4.68322 0.0 0.2 0.0 0.0806
H -0.89185 4.04167 4.52165 0.1 -0.2 -0.4 0.1024
H -2.57606 3.96915 2.65590 0.1 -0.2 -0.1 0.0934
H -2.26882 2.93368 1.22903 -0.1 0.1 0.1 0.0760
H -2.65954 2.18884 2.78593 -0.1 0.1 0.0 0.0759
H 1.13617 4.12283 2.18996 -0.1 0.1 0.0 0.0748
H -0.04785 4.06910 0.88181 0.0 0.0 0.1 0.0792
H -0.35991 5.08297 2.31358 0.0 -0.2 -0.1 0.0926
```
Positions in Å, forces in eV/Å.

Calculated values
⟨S²⟩: 2.021
Multiplicity: 3
Energy above the lowest of the compared OMol25 structures with the same formula, charge and spin: 4.926 eV
Frontier orbital gap (spin up / spin down): 3.629 / 3.525 eV
LUMO level (spin up / spin down): -4.970 / -4.970 eV
Total charge: +1
Largest force on an atom: 5.06 eV/A



Among the records above, which one has the lowest multiplicity? C27H49N3O5S



Which value of largest force on an atom does entry 1 give? 8.83 eV/A



The highest energy above the lowest of the compared OMol25 structures with the same formula, charge and spin belongs to which entry? C27H50AuOP2



Which value of total charge does entry 2 give? +1